Computed, not measured: a 13-piece molecular cluster, C15H55BFNO13 overall at a distorted geometry, with the ωB97M-V functional and the def2-TZVPD basis.

Calculated total energy (eV): -47944.03954
Highest occupied orbital energy (eV): -9.18
Charge: 0
ΔE to the lowest compared entry with this formula, charge and spin (eV): 0.263

Geometry (Å):
H  7.35825  -0.03774  2.41449
C  -8.90405  1.03523  -0.39906
C  11.77150  -2.86106  -1.77289
H  -5.74704  1.84211  0.72042
H  -7.84308  -2.73007  2.65627
H  -4.10100  -3.43101  -0.80363
O  -8.23382  -2.09086  0.71406
H  8.13042  -2.85330  -1.67715
H  7.10795  1.05517  6.39729
O  6.79720  -0.39349  0.43718
H  12.65478  -2.26501  -1.55614
H  -4.53474  6.04129  1.30072
H  -2.87104  3.74993  1.05271
H  -1.68798  4.59062  -0.75660
H  -0.46175  -5.17972  0.20808
H  6.41913  -0.42973  5.68973
H  3.70029  -1.36362  -0.13870
H  0.03628  1.26219  -1.86623
C  -6.03608  2.41202  1.60488
B  5.45918  -2.11652  -1.32635
H  -1.21213  4.25781  1.48477
H  -7.60292  -1.36806  0.78894
H  7.17791  -3.63095  -2.74111
H  -3.22020  6.13231  0.09101
H  11.38436  -3.27135  -0.83482
O  2.72672  -2.83065  -2.42868
C  -1.06881  -5.01525  -0.68546
H  -2.57082  -6.11189  -0.10799
H  10.03139  -2.54244  -2.58376
C  -4.38638  -2.56744  -0.20552
O  -2.45511  -5.20492  -0.40063
H  -9.56820  1.73770  -0.90779
O  10.81401  -2.01308  -2.39352
C  7.16109  0.36144  5.55492
H  -6.87431  1.91886  2.09617
O  -1.48411  3.68811  -0.49591
H  -9.39542  -3.21978  1.95062
H  -3.30384  2.78639  -2.15959
H  -9.16498  -1.54393  2.49061
H  -0.73787  -5.68917  -1.47846
H  -4.84895  -2.90631  0.72514
H  6.08229  1.43855  4.34714
H  12.05461  -3.68322  -2.43623
H  8.15202  -0.08440  5.52735
H  -0.93529  -3.98943  -1.01879
H  -1.58068  2.54323  1.20176
H  6.13484  -1.45762  -3.32930
C  -3.46368  1.75616  -1.86004
H  4.33912  -0.25662  -1.33684
C  4.10846  -1.31056  -1.15153
H  -5.00490  4.81788  -0.61840
H  7.52232  1.32272  1.29273
O  2.05935  1.49792  -1.42974
H  1.91791  1.27291  -0.50740
C  0.82490  2.01640  -1.93769
O  -5.28509  -1.72142  -0.93013
H  -4.39813  7.45351  0.23060
C  -1.80806  3.56028  0.89062
H  -7.88045  1.21759  -0.72013
C  3.03480  -1.70180  -2.14887
C  -4.26786  6.37643  0.29494
F  5.66464  -3.19296  -0.54430
O  -4.85327  1.57691  -1.60063
H  7.06077  -0.81644  -1.95480
O  -5.11690  5.77207  -0.67414
N  7.63377  -2.74774  -2.55250
C  7.64266  0.24889  1.40400
H  -3.13213  1.09333  -2.66494
H  -9.18366  0.01064  -0.65426
C  6.59069  -1.70838  -2.36845
H  8.68797  -0.01460  1.22133
H  0.97813  2.27354  -2.98332
O  6.95776  1.04421  4.31934
H  -4.98201  0.65935  -1.33356
H  0.52500  2.90396  -1.38793
C  -8.67791  -2.40675  2.02878
H  -6.06889  -2.23720  -1.13788
H  -3.49582  -1.98930  0.02995
H  -9.87062  1.08967  1.29473
H  6.90745  -1.34325  0.54435
H  -6.33698  3.41290  1.30295
H  -4.67386  1.64451  2.76635
O  -8.96360  1.23679  1.01633
H  2.49569  -0.87102  -2.63913
H  -2.88304  1.55558  -0.95852
O  -4.92814  2.53288  2.50816

Löwdin atomic charge list, values in e, 8 entries:
1 H 0.054
2 C -0.136
3 C -0.168
4 H 0.056
5 H 0.076
6 H 0.061
7 O -0.138
8 H 0.057


Computed, not measured: a 13-piece molecular cluster, C15H56N4O13 overall at a distorted geometry, with the ωB97M-V functional and the def2-TZVPD basis.

Calculated total energy (eV): -49034.26055
Highest occupied orbital energy (eV): -9.32
Charge: 0
ΔE to the lowest compared entry with this formula, charge and spin (eV): 1.227

Geometry (Å):
H  6.43677  1.28906  -20.65185
H  12.69968  -1.31187  -21.48274
H  12.46236  -3.30075  -19.90077
H  10.31601  -3.66942  -17.81456
C  8.59486  -3.01242  -23.49131
C  9.19398  -4.91168  -19.89553
H  4.11823  -3.17844  -20.25833
H  7.23460  1.56976  -22.10491
C  12.23595  -7.15982  -21.88739
H  9.89244  -3.08355  -20.15482
N  7.05845  -2.03797  -20.15439
H  11.85459  -7.99194  -22.54239
C  10.48334  0.94759  -23.12041
O  12.17758  -5.83645  -18.84805
C  15.54804  -3.82282  -19.02416
H  15.37458  -3.19829  -18.11286
C  11.40050  -2.25091  -17.33249
H  13.30363  -7.97971  -16.80443
H  14.72778  3.55173  -22.11257
C  13.71965  3.03823  -22.03957
H  7.98383  2.17554  -20.72371
O  8.37936  1.34512  -18.35202
H  13.31589  3.02064  -23.02883
H  12.82511  1.47027  -21.46191
H  10.15839  1.19758  -21.21996
H  13.94945  -0.63101  -17.03191
O  13.78418  1.71519  -21.53369
O  14.70751  -0.69391  -17.56858
H  12.27632  -6.18910  -22.36037
O  8.20383  0.16076  -21.19271
C  9.50061  0.47531  -18.06791
C  7.40611  1.35075  -21.10828
H  10.21219  -5.13797  -20.16972
H  11.29505  -1.41857  -16.67664
H  8.79119  -5.47309  -19.04627
O  13.62202  -8.68003  -20.67397
C  12.35092  -3.33202  -20.96888
O  16.72862  -4.61106  -18.90610
H  11.40568  0.65650  -23.68230
H  8.64063  2.20947  -18.59404
O  10.58853  -3.30844  -16.99229
H  10.26140  1.84094  -23.60570
H  9.63679  0.28701  -23.33207
H  7.95903  -1.81774  -24.86788
N  4.94626  -2.64752  -19.96897
C  13.70174  -7.38274  -21.27269
H  10.09656  0.86462  -17.29433
O  10.98087  1.18182  -21.75851
H  8.21002  -4.02911  -23.58002
H  13.75216  -6.29064  -17.27285
H  15.22078  -0.68863  -19.54570
H  4.72691  -1.72062  -19.54012
H  10.48364  -0.95591  -21.23613
H  9.13192  -0.47725  -17.69632
C  12.36945  -6.98313  -18.26441
H  11.65765  -2.15066  -22.62940
H  14.35239  -7.51347  -22.08279
H  10.77717  -7.94096  -18.96006
N  13.22018  -7.11409  -17.36388
H  6.87092  -1.34065  -19.40805
H  13.16922  -3.67578  -21.60082
O  9.27487  -3.53378  -19.55977
H  13.72130  0.31279  -18.89261
H  7.82261  -2.56892  -22.89098
H  12.44174  -2.44477  -17.23563
H  11.69343  -4.16123  -21.22549
H  16.87837  -4.89295  -17.99543
H  11.84039  -8.93367  -17.89128
O  10.73520  -1.76069  -20.87573
O  8.72923  -2.35107  -24.74085
H  11.21397  -2.11957  -18.42050
H  15.60234  -3.14134  -19.89213
H  7.62190  -0.56330  -21.28478
H  14.58235  -4.37288  -19.29777
H  8.57172  -5.09297  -20.74866
H  13.62474  -1.31925  -19.14602
C  11.90854  -2.02905  -21.54080
H  14.08144  -6.63894  -20.63344
H  10.09962  0.25232  -18.91209
H  9.51041  -2.86301  -22.97211
N  11.71017  -8.09907  -18.45953
C  6.14575  -2.88128  -20.50942
H  13.22726  -8.70718  -19.81238
O  6.41751  -4.08404  -21.20569
H  11.61836  -7.16497  -21.10138
H  8.02580  -2.29288  -20.25633
H  13.10329  3.62300  -21.32772
C  14.33481  -0.55095  -18.91597

Löwdin atomic charge list, values in e, 8 entries:
1 H 0.086
2 H 0.107
3 H 0.060
4 H 0.015
5 C -0.138
6 C -0.112
7 H 0.122
8 H 0.056


Computed, not measured: C15H8ClF3IN3O5PtS2Se as an isolated structure at a distorted geometry, with the ωB97M-V functional and the def2-TZVPD basis.

Calculated total energy (eV): -149431.82100
Highest occupied orbital energy (spin up / spin down) (eV): 0.36 / -1.75
Expectation value of S²: 2.021
Charge: -2
Multiplicity: 3
ΔE to the lowest compared entry with this formula, charge and spin (eV): 0.000

Geometry (Å):
H  1.74918  -2.84168  0.69624
C  2.18893  3.43701  -1.16499
C  0.75535  3.15996  -1.25670
O  -1.60267  1.76757  1.91149
O  0.86818  -0.40430  -0.69140
C  3.12388  2.42594  -0.88314
F  1.20476  0.67490  1.97033
C  2.71898  1.10998  -0.77505
Cl  2.87801  5.03384  -1.38385
O  -1.67993  -0.48505  3.02789
C  0.40831  1.83465  -1.06680
Pt  -1.19231  -0.30767  -0.14269
I  4.15843  -0.37918  -0.47839
O  -4.37475  -2.52202  -0.43620
H  -2.31955  4.45541  -1.61673
S  -1.27126  0.95075  3.08166
C  0.58710  1.04165  3.06608
F  0.96785  0.19444  4.09283
C  1.34525  0.78986  -0.83517
C  -1.90042  2.39318  -1.20972
H  2.79467  -4.81150  -0.56017
C  -0.22604  -3.38700  0.03246
C  -0.32766  -5.39754  -1.32056
N  1.00503  -5.55775  -1.19450
H  -0.89282  -6.17186  -1.76389
H  -2.02023  -4.03602  -0.87490
C  1.16676  -3.54948  0.06844
C  -1.56977  3.72628  -1.38087
N  -3.13268  -0.26625  0.05371
H  -2.90404  2.05863  -1.14980
C  -0.94123  -4.24304  -0.80664
C  1.72916  -4.64737  -0.52329
S  -4.37698  -1.05172  -0.31038
O  -1.68014  1.55304  4.33443
N  -0.92532  1.48899  -1.09871
H  0.00985  5.16695  -1.75063
F  1.00934  2.27817  3.40767
Se  -1.24619  -2.32524  1.25967
H  4.15418  2.72734  -0.87253
C  -0.23919  4.11612  -1.45520

Löwdin atomic charge list, values in e, 8 entries:
1 H 0.104
2 C -0.596
3 C -0.200
4 O -0.359
5 O -0.283
6 C -0.240
7 F 0.147
8 C -0.677


Computed, not measured: one molecule with the formula C15H9Cl2NO at a distorted geometry, with the ωB97M-V functional and the def2-TZVPD basis.

Calculated total energy (eV): -44280.75692
Highest occupied orbital energy (eV): -8.76
Charge: 0
ΔE to the lowest compared entry with this formula, charge and spin (eV): 0.414
SMILES: N#CC(=C(Cl)Cl)c1cccc(Oc2ccccc2)c1

Geometry (Å):
H  2.19462  0.38013  -3.03512
C  1.53467  2.88908  2.36845
C  1.77385  0.69308  -2.11834
H  -0.49682  0.30761  0.39298
N  2.46758  3.18492  3.00928
H  1.12084  -2.26531  0.50358
C  0.81532  1.92221  0.25258
H  -3.51907  -3.20026  -0.95618
C  -2.00514  -3.63438  0.66560
O  0.17613  -1.11163  -1.77860
H  -0.26569  -3.69502  2.01215
C  0.29264  0.70388  -0.19414
H  3.11379  2.39699  -2.16801
C  0.03255  -2.40247  0.27193
C  -2.57122  -3.08908  -0.54981
Cl  -2.18482  2.99024  0.50571
C  -0.67588  -3.34703  1.08410
C  -0.54450  -1.91879  -0.90876
C  1.79443  2.49756  -0.45586
H  -2.26388  -1.82098  -2.32107
H  2.15499  3.49253  -0.27351
C  0.73761  0.06037  -1.36960
C  -0.81818  3.16687  1.78280
C  0.42940  2.64134  1.45241
Cl  -1.12040  3.74688  3.41909
C  -1.83522  -2.23647  -1.34985
H  -2.71424  -4.21215  1.31753
C  2.37665  1.85989  -1.55932

Löwdin atomic charge list, values in e, 8 entries:
1 H 0.096
2 C -0.210
3 C 0.033
4 H 0.112
5 N 0.177
6 H 0.138
7 C -0.267
8 H 0.075